The following is a quantum chemistry calculation of an isolated molecule of CH6BN, from the OMol25 dataset.

```
9
CH6BN | the OMol25 dataset | the ωB97M-V functional and the def2-TZVPD basis
B -1.628 -0.051 -0.012
N -0.082 0.530 -0.148
C 1.218 -0.171 -0.105
H -2.379 0.691 0.084
H -1.832 -1.268 0.115
H 0.038 1.423 0.124
H 1.135 -0.874 0.772
H 1.549 -0.849 -0.908
H 1.983 0.569 0.079
```

Properties
Structure (SMILES): BNC
2S+1: 1
M, g mol⁻¹: 42.88
ΔE to the lowest compared entry with this formula, charge and spin, kcal/mol: 57.96
E_LUMO, eV: 0.9
HOMO, eV: -9.2